{"formula": "C3H8Se", "method": "ωB97M-V with the def2-TZVPD basis set", "species": ["C", "C", "C", "Se", "H", "H", "H", "H", "H", "H", "H", "H"], "positions_angstrom": [[0.235, -1.192, -0.115], [-0.200, 0.108, 0.512], [0.587, 1.268, 0.012], [-2.237, 0.203, 0.197], [0.493, -1.003, -1.225], [-0.520, -1.816, -0.007], [1.027, -1.673, 0.417], [0.041, 0.057, 1.732], [0.567, 2.045, 0.622], [1.722, 0.994, -0.043], [0.371, 1.406, -1.103], [-2.085, -0.397, -0.999]], "mol_weight_g_mol": 123.06, "de_lowest_kcal_mol": 16.0, "total_energy_ha": -2520.4602, "smiles": "CC(C)[SeH]", "homo_ev": -8.75, "homo_lumo_gap_ev": 9.648, "multiplicity": 1, "lumo_ev": 0.90}